No. 1
Computed, not measured: a molecular structure, C5H12N2O, with wB97M-V/def2-TZVPD.

Structure (XYZ):
```
20
C5H12N2O wB97M-V/def2-TZVPD
C 0.32 -0.94 0.00
C -0.79 2.04 -1.01
C 0.59 -2.12 0.90
C 1.31 -0.85 -1.16
N -1.02 0.92 -0.09
C 0.12 0.35 0.70
O -2.07 1.31 0.78
N 0.44 0.70 1.88
H -2.41 0.47 1.13
H -0.82 -0.44 -0.63
H -0.19 1.44 2.20
H -0.39 2.89 -0.46
H -1.72 2.32 -1.49
H -0.09 1.72 -1.77
H -0.14 -2.17 1.72
H 1.59 -2.07 1.35
H 0.54 -3.05 0.33
H 1.10 -0.03 -1.85
H 1.32 -1.78 -1.73
H 2.34 -0.69 -0.78
```

Summary:
energy above the lowest of the compared OMol25 structures with the same formula, charge and spin	5.610	eV
gap between HOMO and LUMO	8.80	eV
max |F|	3.82	eV Å⁻¹
lowest unoccupied orbital energy	0.74	eV
net charge	0
M	116.2	u

Atom charges from the natural (NBO) analysis, given in e for atoms 1 to 5: -0.39 -0.42 -0.60 -0.59 -0.23

=====

No. 2
Computed, not measured: a gas-phase ion, C5H12N2O (charge +1), with wB97M-V/def2-TZVPD.

Structure (XYZ):
```
20
C5H12N2O wB97M-V/def2-TZVPD
C -1.66 1.10 0.08
C -0.87 2.36 -0.30
C -1.50 -0.02 -0.89
N -0.67 -1.09 -0.66
C 0.18 -1.28 0.52
C 1.63 -1.23 -0.04
N 2.65 -1.20 0.98
O -2.29 -0.19 -1.82
H -1.43 0.81 1.11
H -2.72 1.36 0.05
H -1.31 3.27 0.12
H 0.15 2.34 0.13
H -0.91 2.63 -1.36
H -0.64 -1.96 -1.19
H -0.01 -0.57 1.34
H 0.01 -2.27 0.93
H 1.60 -0.45 -0.83
H 1.89 -2.10 -0.67
H 3.56 -0.84 0.71
H 2.35 -0.65 1.77
```

Summary:
2S+1	2
energy above the lowest of the compared OMol25 structures with the same formula, charge and spin	1.509	eV
gap between HOMO and LUMO (alpha / beta)	9.73 / 4.58	eV
max |F|	2.25	eV Å⁻¹
lowest unoccupied orbital energy (alpha / beta)	-3.86 / -8.85	eV
net charge	+1
M	116.2	u
<S²>	0.7825

Atom charges from the natural (NBO) analysis, given in e for atoms 1 to 5: -0.51 -0.62 0.63 -0.28 -0.27

=====

No. 3
Computed, not measured: a gas-phase ion, C5H12N2O (charge +2), with wB97M-V/def2-TZVPD.

Structure (XYZ):
```
20
C5H12N2O wB97M-V/def2-TZVPD
C -1.37 1.75 -0.96
C -0.99 0.44 -0.74
N -2.29 -0.51 -0.75
C 0.27 -0.40 -0.68
C 1.10 -0.68 0.55
N 0.71 0.23 1.65
C 2.72 -0.47 0.56
O 3.21 -0.11 1.56
H -0.67 2.59 -1.00
H -2.33 2.18 -1.30
H -2.45 -0.81 -1.76
H -3.09 0.11 -0.64
H -2.00 -1.26 -0.18
H 1.03 -0.20 -1.46
H 0.03 -1.31 -1.35
H 1.05 -1.73 0.89
H -0.13 -0.09 2.23
H 0.46 1.15 1.35
H 1.47 0.28 2.32
H 3.28 -1.16 -0.30
```

Summary:
energy above the lowest of the compared OMol25 structures with the same formula, charge and spin	2.521	eV
SMILES	C=C([NH3+])C[C@H]([NH3+])C=O
gap between HOMO and LUMO	10.49	eV
max |F|	5.24	eV Å⁻¹
lowest unoccupied orbital energy	-7.77	eV
net charge	+2
M	116.2	u

Atom charges from the natural (NBO) analysis, given in e for atoms 1 to 5: -0.31 0.09 -0.72 -0.57 -0.16

=====

No. 4
Computed, not measured: 2 unconnected molecules or ions with the total composition C5H12N2O2, with wB97M-V/def2-TZVPD.

Structure (XYZ):
```
21
C5H12N2O2 wB97M-V/def2-TZVPD
C -0.37 1.85 -0.96
C 1.52 0.73 0.08
C 0.07 -0.75 -1.40
C -1.79 -0.51 0.79
C 0.08 0.48 -0.43
N -0.55 0.20 0.84
N 0.74 -1.61 2.09
O 0.16 -2.62 1.88
O 1.81 -1.38 2.57
H -1.39 1.66 -1.21
H -0.47 2.56 -0.15
H 0.28 2.39 -1.69
H 1.60 1.45 0.81
H 2.15 1.10 -0.70
H 1.93 -0.23 0.33
H 0.97 -0.58 -2.15
H 0.35 -1.58 -0.86
H -0.73 -0.85 -2.08
H -1.77 -1.57 1.21
H -2.59 0.11 1.28
H -2.01 -0.86 -0.26
```

Summary:
energy above the lowest of the compared OMol25 structures with the same formula, charge and spin	7.598	eV
gap between HOMO and LUMO (alpha / beta)	9.13 / 7.89	eV
max |F|	5.35	eV Å⁻¹
lowest unoccupied orbital energy (alpha / beta)	-0.23 / -1.31	eV
net charge	0
M	132.2	u

Atom charges from the natural (NBO) analysis, given in e for atoms 1 to 5: -0.62 -0.58 -0.64 -0.52 0.05

=====

No. 5
Computed, not measured: 2 unconnected molecules or ions with the total composition C5H12N2O2, with wB97M-V/def2-TZVPD.

Structure (XYZ):
```
21
C5H12N2O2 wB97M-V/def2-TZVPD
C 0.22 0.08 2.01
N 0.48 1.18 1.40
C 1.63 1.21 0.59
N 1.76 2.43 0.00
O 2.36 0.27 0.35
H -0.60 0.10 2.72
H 0.95 -0.73 2.09
H 1.16 3.18 0.29
H 2.58 2.61 -0.56
C -0.91 0.22 -1.69
C -1.72 -0.30 -0.52
O -0.91 -1.10 0.50
C -0.19 -2.21 -0.02
H -1.55 0.87 -2.30
H -0.53 -0.58 -2.32
H -0.07 0.81 -1.32
H -2.17 0.51 0.04
H -2.49 -1.02 -0.86
H 0.12 -2.82 0.83
H -0.83 -2.82 -0.65
H 0.69 -1.88 -0.58
```

Summary:
energy above the lowest of the compared OMol25 structures with the same formula, charge and spin	2.190	eV
SMILES	C=NC(N)=O.CCOC
gap between HOMO and LUMO	10.35	eV
max |F|	2.23	eV Å⁻¹
lowest unoccupied orbital energy	0.98	eV
net charge	0
M	132.2	u

Atom charges from the natural (NBO) analysis, given in e for atoms 1 to 5: 0.10 -0.60 0.75 -0.82 -0.65

=====

No. 6
Computed, not measured: C5H12N2O2 in the gas phase, with wB97M-V/def2-TZVPD.

Structure (XYZ):
```
21
C5H12N2O2 wB97M-V/def2-TZVPD
N 2.38 -0.56 0.36
C 1.46 -1.08 -0.67
C 0.01 -0.95 -0.34
N -0.45 -0.80 1.04
C -0.77 0.26 0.02
C -0.16 1.70 0.11
O 1.21 1.81 -0.23
C -2.31 0.42 -0.18
O -3.03 -0.77 -0.16
H 2.58 -1.22 1.11
H 3.29 -0.49 -0.09
H 1.60 -2.15 -0.82
H 1.78 -0.59 -1.64
H -0.58 -1.64 -1.00
H 0.33 -0.44 1.57
H -0.34 2.05 1.10
H -0.73 2.36 -0.49
H 1.72 1.11 0.20
H -2.63 1.23 0.58
H -2.58 0.85 -1.18
H -2.80 -1.12 0.72
```

Summary:
energy above the lowest of the compared OMol25 structures with the same formula, charge and spin	3.006	eV
SMILES	NC[C@H]1NC1(CO)CO
gap between HOMO and LUMO	10.04	eV
max |F|	2.33	eV Å⁻¹
lowest unoccupied orbital energy	0.70	eV
net charge	0
M	132.2	u

Atom charges from the natural (NBO) analysis, given in e for atoms 1 to 5: -0.87 -0.24 -0.08 -0.62 0.03

=====

No. 7
Computed, not measured: a molecular structure, C5H12N2O2, with wB97M-V/def2-TZVPD.

Structure (XYZ):
```
21
C5H12N2O2 wB97M-V/def2-TZVPD
C -1.96 -0.42 -0.35
C 0.36 1.37 -0.84
C 1.85 -0.22 0.47
C -0.55 -0.87 0.05
C 0.45 0.26 0.16
N 0.02 -1.82 -0.91
N 0.13 1.22 1.80
O -0.16 2.37 1.66
O 0.27 0.56 2.79
H -1.96 0.01 -1.35
H -2.63 -1.27 -0.34
H -2.34 0.33 0.34
H 1.18 2.08 -0.69
H 0.43 0.98 -1.85
H -0.57 1.91 -0.74
H 2.50 0.62 0.70
H 1.83 -0.90 1.32
H 2.26 -0.76 -0.39
H -0.60 -1.39 1.01
H -0.57 -2.65 -0.99
H 0.07 -1.39 -1.83
```

Summary:
2S+1	3
energy above the lowest of the compared OMol25 structures with the same formula, charge and spin	0.551	eV
gap between HOMO and LUMO (alpha / beta)	6.59 / 7.27	eV
max |F|	5.25	eV Å⁻¹
lowest unoccupied orbital energy (alpha / beta)	0.66 / -2.50	eV
net charge	0
M	132.2	u
<S²>	2.0073

Atom charges from the natural (NBO) analysis, given in e for atoms 1 to 5: -0.62 -0.71 -0.69 -0.16 0.39

=====

No. 8
Computed, not measured: 2 unconnected molecules or ions with the total composition C5H12N2O3, with wB97M-V/def2-TZVPD.

Structure (XYZ):
```
22
C5H12N2O3 wB97M-V/def2-TZVPD
C -1.98 0.13 -1.42
N -1.40 -0.95 -0.64
C -0.20 -1.61 -0.94
O 0.13 -2.69 -0.46
O 0.44 -1.10 -2.02
H -1.21 0.81 -1.76
H -2.51 -0.28 -2.28
H -2.71 0.64 -0.78
H -2.05 -1.55 -0.14
H 1.21 -1.70 -2.13
C 2.34 1.44 0.32
N 1.22 0.52 0.39
C 0.01 0.84 1.10
C -0.39 -0.20 2.11
O -0.39 2.00 1.21
H 2.13 2.14 -0.50
H 3.24 0.90 0.03
H 2.45 1.99 1.26
H 1.21 0.02 -0.48
H -1.47 -0.36 2.02
H 0.15 -1.14 1.97
H -0.22 0.16 3.13
```

Summary:
energy above the lowest of the compared OMol25 structures with the same formula, charge and spin	1.282	eV
SMILES	CNC(=O)O.CNC(C)=O
gap between HOMO and LUMO	9.56	eV
max |F|	3.18	eV Å⁻¹
lowest unoccupied orbital energy	0.53	eV
net charge	0
M	148.2	u

Atom charges from the natural (NBO) analysis, given in e for atoms 1 to 5: -0.41 -0.65 0.87 -0.63 -0.70